The following is a quantum chemistry calculation of a 2-piece molecular cluster, C6H12N4OS overall at a distorted geometry, from the Open Molecules 2025 dataset.

The geometry in XYZ format:
```
24
Properties=species:S:1:pos:R:3:lowdin_charge:R:1
C 0.803 -1.423 2.375 -0.4078
C -0.449 -1.673 0.682 -0.9988
C 1.471 -1.571 3.686 -0.0072
C -2.681 0.473 -1.703 -0.0142
C 0.250 0.564 -2.649 -0.0357
C -1.250 1.340 0.008 0.1204
N 0.135 -2.292 1.721 0.1057
N 0.778 -0.242 1.704 0.0506
N -0.006 -0.435 0.612 -0.0420
N -1.501 1.292 -1.285 -0.2154
O -0.585 1.643 -2.227 -0.1210
S -1.391 -2.422 -0.464 0.4976
H 2.581 -1.501 3.493 0.1004
H 1.305 -2.506 4.304 0.1154
H 1.349 -0.698 4.157 0.0194
H -3.319 1.027 -2.416 0.1021
H -2.391 -0.491 -2.100 0.0304
H -3.182 0.419 -0.739 0.0822
H 1.224 1.031 -2.656 0.0864
H 0.050 0.396 -3.649 0.0562
H 0.014 -0.342 -1.924 0.1024
H -2.062 1.182 0.642 0.0946
H -0.288 1.877 0.276 0.1361
H 1.325 0.586 1.810 0.1423
```

Output
Orbital gap   0.246 Eh
Spin multiplicity   1
F_max   4.67 eV/Å
Energy above the lowest of the compared OMol25 structures with the same formula, charge and spin   154.2 kJ/mol